1.
The following is a quantum chemistry calculation of a molecular structure, C6H9N3O at a distorted geometry, from OMol25.

CARTESIAN COORDINATES (ANGSTROEM)
1 C -1.46 1.06 2.94
2 C -0.44 0.80 1.18
3 C 1.50 -0.51 -1.41
4 C 1.25 0.88 -0.77
5 C 0.18 -0.96 -0.68
6 C -0.97 -1.55 -1.46
7 N -1.22 0.11 2.00
8 N -0.81 2.22 2.84
9 N 0.01 0.44 -0.22
10 O -0.22 2.07 1.62
11 H -1.96 0.66 3.80
12 H 1.60 -0.38 -2.47
13 H 2.40 -1.04 -1.09
14 H 2.03 1.24 -0.17
15 H 1.11 1.82 -1.33
16 H 0.51 -1.63 0.26
17 H -0.52 -2.38 -1.95
18 H -1.26 -1.08 -2.38
19 H -1.73 -1.77 -0.71

Values from the calculation:
HOMO-LUMO gap ... 9.82 eV
Net charge ... 0
ΔE to the lowest compared entry with this formula, charge and spin ... 3.5349 eV
E_HOMO ... -8.966 eV

natural (NBO) atomic charge list, values in e, 4 entries: number 1, C, carries 0.134; number 2, C, carries 0.663; number 3, C, carries -0.428; number 4, C, carries -0.211

2.
The following is a quantum chemistry calculation of C6H9N3O2 in the gas phase at a distorted geometry, from OMol25.

CARTESIAN COORDINATES (ANGSTROEM)
1 C 0.40 -1.45 0.67
2 C -0.33 -0.07 0.62
3 C -1.69 -0.05 0.05
4 C 0.49 0.91 -0.07
5 N 1.61 0.66 -0.72
6 C 2.01 1.73 -1.40
7 N 1.24 2.81 -1.19
8 C 0.12 2.44 -0.46
9 N -0.65 3.34 0.17
10 O -1.34 2.94 1.11
11 O -0.76 4.51 -0.23
12 H -0.14 -2.31 1.04
13 H 1.22 -1.42 1.43
14 H 0.68 -1.64 -0.37
15 H -0.32 0.46 1.58
16 H -2.00 1.03 0.09
17 H -2.23 -0.57 0.77
18 H -1.77 -0.43 -0.96
19 H 3.09 1.78 -1.75
20 H 1.22 3.63 -1.82

Values from the calculation:
HOMO-LUMO gap ... 8.27 eV
Net charge ... 0
ΔE to the lowest compared entry with this formula, charge and spin ... 5.4298 eV
E_HOMO ... -9.123 eV

natural (NBO) atomic charge list, values in e, 4 entries: number 1, C, carries -0.608; number 2, C, carries -0.304; number 3, C, carries -0.594; number 4, C, carries 0.336

3.
The following is a quantum chemistry calculation of 2 unconnected molecules or ions with the total composition C6H9N3O2 at a distorted geometry, from OMol25.

CARTESIAN COORDINATES (ANGSTROEM)
1 N -0.85 -2.15 0.33
2 C -0.91 -0.86 0.06
3 C -1.20 -0.08 1.19
4 C -1.30 1.28 1.14
5 C -0.95 1.96 -0.03
6 C -0.30 1.13 -0.96
7 C -0.28 -0.26 -1.09
8 N 0.48 -0.76 -2.09
9 H -1.20 -2.54 1.21
10 H -0.35 -2.83 -0.27
11 H -1.23 -0.63 2.08
12 H -1.55 1.76 2.13
13 H -0.97 3.06 0.01
14 H 0.35 1.56 -1.70
15 H 1.32 -1.28 -1.78
16 H 0.71 0.00 -2.76
17 O 2.11 -1.11 -0.31
18 N 1.62 -0.38 0.54
19 O 2.39 0.86 0.66
20 H 2.13 1.27 1.63

Values from the calculation:
HOMO-LUMO gap (alpha / beta) ... 7.40 / 7.39 eV
Net charge ... 0
ΔE to the lowest compared entry with this formula, charge and spin ... 5.6366 eV
E_HOMO (alpha / beta) ... -7.433 / -7.433 eV

natural (NBO) atomic charge list, values in e, 4 entries: number 1, N, carries -0.791; number 2, C, carries 0.202; number 3, C, carries -0.288; number 4, C, carries -0.190

4.
The following is a quantum chemistry calculation of 2 unconnected molecules or ions with the total composition C6H9N3O2 at a distorted geometry, from OMol25.

CARTESIAN COORDINATES (ANGSTROEM)
1 C -0.08 3.15 -0.31
2 C 1.13 2.86 0.32
3 C 0.07 1.02 -0.12
4 C -0.48 -0.29 -0.10
5 C 2.28 0.90 1.16
6 C -2.00 -2.51 -0.75
7 N -0.76 2.00 -0.48
8 N 1.27 1.56 0.42
9 N -1.41 -3.33 0.00
10 O -2.81 -2.66 -1.79
11 O 0.29 -1.27 0.37
12 H -0.48 4.14 -0.57
13 H 1.94 3.56 0.45
14 H 2.10 1.06 2.30
15 H 2.35 -0.08 0.99
16 H 3.26 1.35 0.79
17 H -1.90 -1.46 -0.49
18 H -2.94 -3.64 -2.07
19 H -1.59 -4.28 -0.15
20 H -0.23 -2.08 0.03

Values from the calculation:
HOMO-LUMO gap ... 8.12 eV
Net charge ... 0
ΔE to the lowest compared entry with this formula, charge and spin ... 4.9867 eV
E_HOMO ... -7.810 eV

natural (NBO) atomic charge list, values in e, 4 entries: number 1, C, carries -0.101; number 2, C, carries -0.032; number 3, C, carries 0.095; number 4, C, carries 0.190

5.
The following is a quantum chemistry calculation of 2 unconnected molecules or ions with the total composition C6H9N3O4 at a distorted geometry, from OMol25.

CARTESIAN COORDINATES (ANGSTROEM)
1 O -1.10 3.61 1.23
2 C -0.36 2.91 0.55
3 C -0.93 2.09 -0.62
4 N -0.63 0.68 -0.44
5 C -0.36 0.17 0.66
6 O 0.00 -1.06 0.71
7 C -0.36 0.71 2.12
8 N 1.02 1.20 2.55
9 C 1.65 2.16 1.83
10 O 2.76 2.50 2.12
11 O 1.01 2.69 0.78
12 H -0.57 2.47 -1.61
13 H -2.07 2.17 -0.71
14 H -0.13 -1.42 -0.13
15 H -1.20 1.40 2.26
16 H -0.34 -0.17 2.77
17 H 1.63 0.51 3.14
18 C 1.15 -2.40 -2.39
19 N 0.02 -2.33 -1.80
20 H 1.90 -1.68 -2.08
21 H 1.34 -3.26 -3.21
22 H -0.84 -2.80 -1.97

Values from the calculation:
HOMO-LUMO gap ... 10.13 eV
Net charge ... 0
ΔE to the lowest compared entry with this formula, charge and spin ... 0.0000 eV
E_HOMO ... -9.445 eV

natural (NBO) atomic charge list, values in e, 4 entries: number 1, O, carries -0.529; number 2, C, carries 0.794; number 3, C, carries -0.343; number 4, N, carries -0.515

6.
The following is a quantum chemistry calculation of C6H9N3OS in the gas phase at a distorted geometry, from OMol25.

CARTESIAN COORDINATES (ANGSTROEM)
1 C -2.68 1.13 0.83
2 N -2.01 1.10 -0.46
3 S -0.49 1.39 -0.55
4 C -0.19 1.24 -2.30
5 O 0.08 2.61 -0.01
6 C 0.79 -0.15 0.17
7 N 0.82 -1.15 -0.70
8 C 1.53 -2.19 -0.29
9 C 2.08 -2.20 0.99
10 C 1.92 -1.14 1.82
11 N 1.20 -0.04 1.40
12 H -2.14 1.77 1.56
13 H -2.79 0.13 1.24
14 H -3.91 1.47 0.65
15 H -0.77 1.87 -2.87
16 H 0.86 1.06 -2.37
17 H -0.66 0.30 -2.54
18 H 1.57 -3.07 -0.75
19 H 2.51 -3.09 1.34
20 H 2.30 -1.04 2.84

Values from the calculation:
HOMO-LUMO gap ... 8.67 eV
Net charge ... 0
ΔE to the lowest compared entry with this formula, charge and spin ... 3.5055 eV
E_HOMO ... -8.677 eV

natural (NBO) atomic charge list, values in e, 4 entries: number 1, C, carries -0.423; number 2, N, carries -0.909; number 3, S, carries 1.891; number 4, C, carries -0.827

7.
The following is a quantum chemistry calculation of a gas-phase ion, C6H9N4 (charge +1) at a distorted geometry, from OMol25.

CARTESIAN COORDINATES (ANGSTROEM)
1 C -1.31 0.66 -1.61
2 C -2.12 0.22 -0.64
3 C -2.08 0.60 0.74
4 C -0.93 0.63 1.51
5 N 0.36 0.52 1.04
6 C 0.75 -0.52 0.33
7 C -0.02 -1.70 0.31
8 N -0.56 -2.69 0.07
9 N 1.87 -0.62 -0.39
10 N 2.91 0.36 -0.23
11 H -0.46 1.18 -1.26
12 H -1.17 0.18 -2.59
13 H -3.15 -0.38 -0.84
14 H -3.08 0.63 1.18
15 H -0.89 0.94 2.47
16 H 0.98 1.35 0.98
17 H 2.04 -1.67 -0.75
18 H 3.52 0.18 -1.02
19 H 3.35 0.14 0.69

Values from the calculation:
HOMO-LUMO gap ... 8.21 eV
Net charge ... +1
ΔE to the lowest compared entry with this formula, charge and spin ... 4.9839 eV
E_HOMO ... -13.211 eV

natural (NBO) atomic charge list, values in e, 4 entries: number 1, C, carries -0.339; number 2, C, carries -0.256; number 3, C, carries -0.136; number 4, C, carries -0.079

8.
The following is a quantum chemistry calculation of 2 unconnected molecules or ions with the total composition C6H9NO at a distorted geometry, from OMol25.

CARTESIAN COORDINATES (ANGSTROEM)
1 C 1.65 -0.44 -1.53
2 C 2.65 0.02 -0.74
3 N 2.07 0.27 0.58
4 C 0.65 0.07 0.49
5 C 0.40 -0.38 -0.84
6 C -0.93 -0.93 -1.06
7 C -2.08 -0.50 -0.50
8 H 1.75 -0.66 -2.55
9 H 3.70 0.37 -0.82
10 H 2.53 0.24 1.52
11 H -0.08 0.37 1.18
12 H -0.90 -1.85 -1.72
13 H -2.95 -1.15 -0.59
14 H -2.18 0.34 0.19
15 H -2.10 0.65 2.38
16 H -2.47 2.09 1.99
17 O -1.70 1.48 2.03

Values from the calculation:
HOMO-LUMO gap (alpha / beta) ... 2.60 / 7.96 eV
Multiplicity ... 2
Net charge ... -1
ΔE to the lowest compared entry with this formula, charge and spin ... 1.1664 eV
E_HOMO (alpha / beta) ... 0.880 / -4.563 eV

natural (NBO) atomic charge list, values in e, 4 entries: number 1, C, carries -0.290; number 2, C, carries -0.097; number 3, N, carries -0.560; number 4, C, carries -0.060

9.
The following is a quantum chemistry calculation of a molecular structure, C6H9NO at a distorted geometry, from OMol25.

CARTESIAN COORDINATES (ANGSTROEM)
1 C -1.39 0.04 -0.68
2 C -0.16 1.04 -0.67
3 C -0.95 0.05 0.81
4 C 0.41 -0.72 0.97
5 C 0.96 -1.25 -0.36
6 C 1.21 0.29 -0.39
7 H -2.33 0.56 -0.71
8 H -1.61 -0.73 -1.55
9 H -0.04 1.75 -1.56
10 H 0.21 1.89 0.88
11 H -1.69 -0.35 1.58
12 H 0.46 -1.26 1.92
13 H 0.15 -1.93 -0.84
14 H 1.94 -1.82 -0.05
15 H 2.11 0.60 -0.89
16 N -0.65 1.63 0.54
17 O 1.38 0.24 0.99

Values from the calculation:
HOMO-LUMO gap ... 10.34 eV
Net charge ... 0
ΔE to the lowest compared entry with this formula, charge and spin ... 5.1615 eV
E_HOMO ... -9.359 eV

natural (NBO) atomic charge list, values in e, 4 entries: number 1, C, carries -0.446; number 2, C, carries -0.090; number 3, C, carries -0.080; number 4, C, carries 0.057

10.
The following is a quantum chemistry calculation of C6H9NO in the gas phase at a distorted geometry, from OMol25.

CARTESIAN COORDINATES (ANGSTROEM)
1 O -0.58 1.52 -0.87
2 C -0.31 0.60 0.16
3 C 1.03 1.00 0.47
4 C 2.00 0.12 0.09
5 C 1.08 -1.07 -0.48
6 C -0.20 -1.01 0.13
7 N -1.57 -0.85 -0.43
8 C -1.74 0.34 0.46
9 H 0.24 2.12 -1.08
10 H 1.29 1.91 0.97
11 H 3.01 0.23 -0.16
12 H 1.97 -1.96 -0.21
13 H 1.12 -1.19 -1.53
14 H -0.23 -1.25 1.21
15 H -2.61 -1.42 -0.41
16 H -1.89 0.00 1.61
17 H -2.60 0.91 0.09

Values from the calculation:
HOMO-LUMO gap ... 9.69 eV
Net charge ... 0
ΔE to the lowest compared entry with this formula, charge and spin ... 7.0802 eV
E_HOMO ... -8.784 eV

natural (NBO) atomic charge list, values in e, 4 entries: number 1, O, carries -0.696; number 2, C, carries 0.203; number 3, C, carries -0.243; number 4, C, carries -0.153

11.
The following is a quantum chemistry calculation of C6H9NO in the gas phase at a distorted geometry, from OMol25.

CARTESIAN COORDINATES (ANGSTROEM)
1 C -0.29 1.90 -0.51
2 C -0.92 1.00 0.30
3 C -0.25 -0.06 1.07
4 C -0.79 -1.40 0.41
5 C -1.27 -1.19 -0.89
6 C 1.36 -0.07 1.04
7 N 2.35 -0.19 0.17
8 O 1.76 -0.39 -0.99
9 H -0.85 2.63 -1.10
10 H 0.77 1.80 -0.74
11 H -2.10 1.01 0.79
12 H -0.39 0.06 2.15
13 H -0.82 -2.18 1.13
14 H -1.28 -0.44 -1.66
15 H -1.56 -2.06 -1.45
16 H 1.78 0.11 2.01
17 H 2.51 -0.52 -1.73

Values from the calculation:
HOMO-LUMO gap ... 9.90 eV
Net charge ... 0
ΔE to the lowest compared entry with this formula, charge and spin ... 5.9440 eV
E_HOMO ... -9.069 eV

natural (NBO) atomic charge list, values in e, 4 entries: number 1, C, carries -0.429; number 2, C, carries -0.156; number 3, C, carries -0.371; number 4, C, carries -0.163

12.
The following is a quantum chemistry calculation of a molecular structure, C6H9NO at a distorted geometry, from OMol25.

CARTESIAN COORDINATES (ANGSTROEM)
1 C 0.45 1.56 1.32
2 C 0.54 -0.28 0.66
3 C 0.00 -1.50 -0.10
4 C -1.33 -0.76 -0.56
5 C -0.50 0.15 -1.35
6 C 0.29 0.87 -0.19
7 H -0.39 1.43 2.27
8 H 1.15 2.42 1.61
9 H -0.20 -0.11 1.42
10 H 0.12 -2.42 0.36
11 H -1.90 -1.49 -1.13
12 H -1.97 -0.18 0.34
13 H -0.80 0.72 -2.25
14 H 1.39 -0.74 -1.69
15 H 1.43 0.93 -0.50
16 N 0.28 -1.08 -1.71
17 O 1.44 0.50 1.48

Values from the calculation:
HOMO-LUMO gap ... 10.62 eV
Net charge ... 0
ΔE to the lowest compared entry with this formula, charge and spin ... 8.7940 eV
E_HOMO ... -9.584 eV

natural (NBO) atomic charge list, values in e, 4 entries: number 1, C, carries -0.102; number 2, C, carries 0.006; number 3, C, carries -0.049; number 4, C, carries -0.372

13.
The following is a quantum chemistry calculation of a molecular structure, C6H9NO at a distorted geometry, from OMol25.

CARTESIAN COORDINATES (ANGSTROEM)
1 C -1.06 -0.41 0.04
2 C -1.28 0.74 -1.10
3 C -0.10 0.92 -1.80
4 C 1.09 0.00 -1.32
5 C 0.45 -0.45 0.10
6 C 1.26 0.16 1.20
7 H -2.41 0.56 1.29
8 H -1.40 -1.47 -0.21
9 H -2.21 1.30 -1.25
10 H 0.17 1.51 -2.60
11 H 1.21 -0.80 -2.01
12 H 1.81 0.72 -1.42
13 H 2.28 0.66 1.21
14 H 0.71 1.15 1.93
15 H 0.45 -1.84 1.60
16 N 1.21 -1.20 1.15
17 O -1.41 0.11 1.33

Values from the calculation:
HOMO-LUMO gap ... 9.79 eV
Net charge ... 0
ΔE to the lowest compared entry with this formula, charge and spin ... 5.4851 eV
E_HOMO ... -9.016 eV

natural (NBO) atomic charge list, values in e, 4 entries: number 1, C, carries 0.055; number 2, C, carries -0.237; number 3, C, carries -0.141; number 4, C, carries -0.430